# 1
The following is a quantum chemistry calculation of one molecule with the formula C5H6N2O at a distorted geometry, from the OMol25 dataset.

Positions of all 14 atoms, in Å:
C 0.67540 -0.59431 -0.00311
C -0.26640 0.42052 0.14315
H -3.45199 1.14961 -0.22741
O -2.16520 -0.96958 -0.25460
C 2.37069 -1.04549 0.01720
C 3.12418 0.16009 -0.10311
H 0.02484 1.42593 0.40506
H 2.52475 -1.54728 0.96736
H -2.07437 2.17971 -0.01328
H 0.19441 -1.53834 -0.25619
N -2.46226 1.25555 -0.08205
H 2.47739 -1.70408 -0.83632
C -1.69605 0.13496 -0.08349
N 3.68861 1.14984 -0.20594

Its strongest force on any atom is 4.55 eV/Å. As for the spin multiplicity: 1. Its net charge is 0. The SMILES is N#CC/C=C/C(N)=O. The value obtained for the orbital gap is 10.68 eV. Its energy above the lowest of the compared OMol25 structures with the same formula, charge and spin is 111.1 kJ/mol.

---

# 2
The following is a quantum chemistry calculation of one molecule with the formula C5H6N2O at a distorted geometry, from the OMol25 dataset.

Positions of all 14 atoms, in Å:
H 2.87230 0.24743 -0.85741
H -2.80790 -0.52014 0.48810
C -1.22727 1.19141 0.20132
O -2.16025 -1.09945 -0.15210
N 0.16083 1.70409 0.04440
C 0.77826 0.63046 -0.25922
H 2.57807 0.48181 0.91898
C -1.19266 -0.13767 0.19306
H 1.52626 -1.71780 1.34126
C 1.40555 -1.30856 0.24400
H 1.61183 -2.28514 -0.25671
N 0.04303 -0.57528 -0.38232
C 2.27264 0.12246 -0.05348
H -2.14473 1.69922 -0.00616

Its strongest force on any atom is 7.25 eV/Å. As for the spin multiplicity: 1. Its net charge is 0. The SMILES is Oc1cnc2n1CC2. The value obtained for the orbital gap is 9.50 eV. Its energy above the lowest of the compared OMol25 structures with the same formula, charge and spin is 405.6 kJ/mol.

---

# 3
The following is a quantum chemistry calculation of C5H6N2O as an isolated structure at a distorted geometry, from the OMol25 dataset.

Positions of all 14 atoms, in Å:
H -2.52443 -0.26383 -0.37142
N 0.35588 -0.89130 -0.24840
C -1.11032 1.04662 -0.10676
H 2.01231 -2.39451 0.70086
C 1.62252 -1.26350 -0.02120
H -1.80490 -0.68345 1.21096
H -0.87018 1.74988 0.75119
C 1.62167 0.94454 -0.30467
H 2.08616 1.84368 0.03902
H -1.47337 1.43435 -0.99648
N 2.39905 -0.21161 -0.09287
O -1.01475 -1.44680 -0.49080
C 0.35152 0.43718 -0.24688
C -1.65117 -0.30126 0.17745

Its strongest force on any atom is 6.25 eV/Å. As for the spin multiplicity: 1. Its net charge is 0. The value obtained for the orbital gap is 9.70 eV. Its energy above the lowest of the compared OMol25 structures with the same formula, charge and spin is 511.5 kJ/mol.

---

# 4
The following is a quantum chemistry calculation of one molecule with the formula C5H6N2O at a distorted geometry, from the OMol25 dataset.

Positions of all 14 atoms, in Å:
H -2.79111 -0.97632 0.96440
O -1.35878 -1.30833 -0.56767
N -1.39112 1.50431 -0.35674
C 0.58121 -0.08943 -0.08750
N -2.35275 0.68444 0.17029
C 1.95814 0.06160 0.13059
H 2.46896 -0.86635 0.53486
C -0.06163 -1.22958 -0.35630
H 0.44798 2.24843 -0.66510
H 2.32071 0.61021 -0.63724
H 2.17963 0.82472 0.98722
C -0.11701 1.22402 -0.35372
C -2.18063 -0.52719 0.28112
H 0.29642 -2.16051 -0.04422

Its strongest force on any atom is 6.36 eV/Å. As for the spin multiplicity: 1. Its net charge is 0. The SMILES is CC1=COC=NN=C1. The value obtained for the orbital gap is 9.18 eV. Its energy above the lowest of the compared OMol25 structures with the same formula, charge and spin is 395.4 kJ/mol.

---

# 5
The following is a quantum chemistry calculation of one molecule with the formula C5H6N2O at a distorted geometry, from the OMol25 dataset.

Positions of all 14 atoms, in Å:
H -1.57211 0.92985 -1.05002
H 0.87610 2.06773 -0.75725
H 0.68850 1.37231 0.91138
C 1.64159 -1.70163 0.61365
C -0.38613 -0.69634 -0.40114
C 0.10731 1.63538 0.09263
C -1.03898 0.66091 -0.16057
C 0.35883 -1.34737 1.00899
H -0.31751 2.61854 0.44870
N -0.36093 -1.48802 -1.35485
H -1.75400 0.59889 0.63588
O -0.13985 -1.50135 2.06826
N 2.73679 -1.78000 0.21664
H -0.83961 -1.36888 -2.27230

Its strongest force on any atom is 5.25 eV/Å. As for the spin multiplicity: 1. Its net charge is 0. The SMILES is [H]/N=C(\CC)C(=O)C#N. The value obtained for the orbital gap is 9.18 eV. Its energy above the lowest of the compared OMol25 structures with the same formula, charge and spin is 226.4 kJ/mol.

---

# 6
The following is a quantum chemistry calculation of one molecule with the formula C5H6N2O at a distorted geometry, from the OMol25 dataset.

Positions of all 14 atoms, in Å:
H 0.98644 1.67494 0.45312
N -0.67016 -0.97690 0.30559
C 0.85134 0.13701 -1.25311
C 0.24314 1.10188 -0.34260
C -0.97300 0.47661 0.23969
O 0.68644 1.64631 -1.62425
C 1.39666 -0.96949 -0.46741
H 2.34468 -1.28326 -0.80296
H -2.15673 -0.34119 1.64513
H -0.42216 -0.06190 2.42536
H 0.02482 -0.23126 -1.89374
H -1.83216 0.49224 -0.57406
C -1.07409 -0.21421 1.50739
N 0.59478 -1.45078 0.38186

Its strongest force on any atom is 5.31 eV/Å. As for the spin multiplicity: 1. Its net charge is 0. The SMILES is C1=NN2C[C@H]2[C@@H]2O[C@@H]12. The value obtained for the orbital gap is 9.95 eV. Its energy above the lowest of the compared OMol25 structures with the same formula, charge and spin is 717.4 kJ/mol.

---

# 7
The following is a quantum chemistry calculation of one molecule with the formula C5H6N2O at a distorted geometry, from the OMol25 dataset.

Positions of all 14 atoms, in Å:
H -2.06479 2.03065 -0.28262
H 0.04655 -2.68559 0.12116
H 0.57207 2.27431 0.04907
C 1.63829 0.47444 -0.15729
N -0.75347 -0.80554 0.16849
C 0.32556 -1.50622 -0.03404
H 2.62293 -1.42786 0.20561
N -1.83434 0.99145 -0.15067
H -2.51562 -0.29676 0.18158
O -1.98845 -1.15680 -0.11338
H 2.39818 1.21151 0.04171
C -0.60880 0.59582 0.02964
C 1.61090 -0.90922 -0.21487
C 0.55098 1.20980 0.15562

Its strongest force on any atom is 7.33 eV/Å. As for the spin multiplicity: 1. Its net charge is 0. The SMILES is [H]/N=c1\ccccn1O. The value obtained for the orbital gap is 8.56 eV. Its energy above the lowest of the compared OMol25 structures with the same formula, charge and spin is 432.1 kJ/mol.

---

# 8
The following is a quantum chemistry calculation of one molecule with the formula C5H6N2O at a distorted geometry, from the OMol25 dataset.

Positions of all 14 atoms, in Å:
H 1.46164 2.24012 -0.12869
C -0.26364 -1.48938 -0.14134
H -0.76616 2.60850 -0.29721
N 0.98505 -1.14334 -0.28442
H -2.32037 -1.33779 0.19447
O 2.89579 0.01119 0.12619
C -1.39493 -0.79866 0.11623
H -0.55177 -2.63045 0.12186
H 1.64347 -1.85686 0.15804
C -0.47224 1.47919 -0.11229
C 1.72607 0.08388 -0.04857
H -2.38993 0.94645 0.36445
N -1.40260 0.56129 -0.04519
C 0.84960 1.32585 -0.02354

Its strongest force on any atom is 8.14 eV/Å. As for the spin multiplicity: 1. Its net charge is 0. The SMILES is O=C1C=CNC=CN1. The value obtained for the orbital gap is 7.78 eV. Its energy above the lowest of the compared OMol25 structures with the same formula, charge and spin is 200.9 kJ/mol.

---

# 9
The following is a quantum chemistry calculation of a 2-piece molecular cluster, C5H6N2O2 overall at a distorted geometry, from the OMol25 dataset.

Positions of all 15 atoms, in Å:
O 0.50159 1.90612 1.11152
H -3.12165 -1.01828 -1.75500
H 1.08640 -2.08355 -0.66212
H 2.50405 -1.00708 -0.54142
C 0.59197 1.15873 -0.00128
H 0.87267 -0.51426 1.21977
C 1.43236 -1.05134 -0.72823
C -1.68678 -0.44607 -0.13241
C -2.35881 -0.91610 -1.03222
C -1.77707 0.41171 1.12228
H 1.17945 1.95624 1.79317
N 0.71735 -0.23978 0.25596
N -1.84228 0.89646 2.16841
O 0.71795 1.61766 -1.10258
H 1.18281 -0.67045 -1.71584

Its strongest force on any atom is 4.10 eV/Å. As for the spin multiplicity: 1. Its net charge is 0. The SMILES is CNC(=O)O.C#CC#N. The value obtained for the orbital gap is 10.03 eV. Its energy above the lowest of the compared OMol25 structures with the same formula, charge and spin is 398.4 kJ/mol.